No. 1
7
Properties=species:S:1:pos:R:3 method="wB97M-V/def2-TZVPD" orbital_gap_ha=0.30782 relative_energy_kcal_mol=57.0 charge=0 homo_energy_ha=-0.40965 lumo_ev=-2.77
N -0.4027 -2.4033 0.2075
C -0.1491 -1.3791 0.7834
N 0.4514 -0.4672 1.4356
N 0.7261 0.6846 1.2585
O 0.3662 1.3109 -0.1408
C -0.2291 1.0915 -1.2514
N -0.7628 1.1627 -2.2928

***

No. 2
68
Properties=species:S:1:pos:R:3 method="wB97M-V/def2-TZVPD" orbital_gap_ha="0.21400 / 0.21601" relative_energy_kcal_mol=81.1 charge=-1 homo_energy_ha="-0.22787 / -0.22713" lumo_ev="-0.38 / -0.30" multiplicity=4
Cr -16.6004 -25.7276 -22.4822
N -18.7904 -23.2566 -22.3074
O -18.1422 -22.2082 -22.2790
O -18.1322 -24.2807 -22.6305
O -19.9758 -23.3203 -22.1662
N -14.5427 -23.2051 -22.7246
O -14.9754 -22.0123 -22.7240
O -13.4084 -23.4575 -23.1769
O -15.2647 -24.1095 -22.2897
C -13.8163 -27.7704 -22.7985
O -13.0478 -26.7218 -22.0916
O -15.0935 -27.1340 -22.8302
C -13.1855 -27.9568 -24.2985
F -11.8890 -27.9305 -24.2118
F -13.5139 -29.1302 -24.8190
F -13.5186 -26.9581 -25.1421
C -12.8467 -26.8254 -20.6615
C -12.3395 -25.4568 -20.1413
H -12.9954 -24.6946 -20.5619
H -12.3121 -25.4285 -19.0520
H -11.3341 -25.4385 -20.5620
H -11.9615 -27.4359 -20.4832
H -13.7485 -27.1793 -20.1620
H -13.7508 -28.6766 -22.1964
B -16.7876 -26.2368 -20.4187
H -16.9468 -27.1220 -21.0148
H -17.0218 -26.4835 -19.3948
H -15.7971 -25.8601 -20.6219
H -17.5982 -25.5771 -20.6869
C -19.1275 -26.2254 -16.9297
C -19.5708 -25.8274 -18.3388
O -19.1484 -24.4380 -18.3539
C -19.2397 -23.9574 -17.0511
O -19.2343 -22.7314 -16.7091
O -19.3625 -25.0089 -16.2627
F -20.9023 -25.9568 -18.5473
H -18.0938 -26.5412 -17.0710
H -19.6766 -27.1002 -16.5814
H -19.0180 -26.3304 -19.1322
C -18.0507 -30.2691 -27.2971
C -17.2937 -29.1249 -26.9558
C -17.5479 -28.4557 -25.7342
C -18.7544 -28.7899 -25.0346
C -19.5174 -29.8616 -25.4249
C -19.1534 -30.5736 -26.5405
C -20.7498 -30.3334 -24.6170
O -21.4218 -31.3868 -24.9145
C -21.1558 -29.4982 -23.4049
C -22.1785 -30.0121 -22.5112
C -22.5910 -29.3710 -21.3661
C -21.8605 -28.1516 -21.1301
C -20.7884 -27.6420 -21.8521
C -20.3751 -28.4116 -23.0040
C -19.0197 -28.0513 -23.6833
O -18.2815 -27.1630 -23.1337
H -17.8896 -30.8659 -28.1827
H -16.4570 -28.9365 -27.6122
H -16.8135 -27.7215 -25.4376
H -19.6979 -31.4491 -26.8621
H -22.6499 -30.9529 -22.7543
H -23.3574 -29.9216 -20.8409
H -22.2490 -27.3893 -20.4710
H -20.5171 -26.6596 -21.4946
C -15.0328 -23.2828 -18.4282
Br -16.4265 -21.9793 -19.0028
Br -15.3717 -23.8743 -16.5490
Br -13.3098 -22.3259 -18.5288
H -15.0039 -24.1454 -19.0940

***

No. 3
108
Properties=species:S:1:pos:R:3 method="wB97M-V/def2-TZVPD" orbital_gap_ha=0.25457 relative_energy_kcal_mol=0.2 charge=+1 homo_energy_ha=-0.35627 lumo_ev=-2.77
Zr -0.3239 -0.0358 -0.1811
O -0.8366 -5.8671 3.0815
C -0.8075 -4.5920 2.6828
C -1.7836 -3.6540 3.0094
C -1.6653 -2.3758 2.5121
N -0.6566 -1.9656 1.7315
C 0.2731 -2.8806 1.4806
Br 1.7014 -2.2161 0.4376
C 0.2724 -4.1869 1.9021
H -1.6167 -6.0488 3.6190
H -2.6331 -3.9187 3.6248
H -2.4265 -1.6464 2.7545
H 1.0628 -4.8768 1.6453
N -2.4163 0.4174 1.1670
C -3.3218 1.4916 0.8359
C -3.3652 2.6356 1.6166
C -4.2117 3.6785 1.2627
C -5.0124 3.5758 0.1371
C -4.9634 2.4249 -0.6385
C -4.1189 1.3823 -0.2956
H -2.1251 0.5018 2.1352
H -2.9123 -0.4648 1.0625
H -2.7549 2.7084 2.5111
H -4.2458 4.5702 1.8746
H -5.6685 4.3898 -0.1390
H -5.5775 2.3390 -1.5254
H -4.0583 0.5003 -0.9214
C 3.5253 -0.4647 -1.3401
Si 2.0426 0.7007 -1.6503
C 2.7588 2.4385 -1.1632
C 3.4091 2.3338 0.2237
C 1.6997 3.5431 -1.1119
C 3.8475 2.8871 -2.1477
C 1.7344 0.5274 -3.5540
C 0.8827 1.6672 -4.1211
C 3.0374 0.4412 -4.3612
C 0.9809 -0.7871 -3.7837
H 4.4180 -0.0750 -1.8357
H 3.3520 -1.4644 -1.7504
H 3.7817 -0.5616 -0.2816
H 2.7145 1.9581 0.9800
H 3.7473 3.3243 0.5498
H 4.2813 1.6771 0.2151
H 0.9594 3.3597 -0.3325
H 1.1619 3.6551 -2.0541
H 2.1780 4.5040 -0.8892
H 4.6272 2.1344 -2.2810
H 4.3307 3.7963 -1.7718
H 3.4325 3.1237 -3.1277
H 1.3771 2.6360 -4.0366
H -0.0866 1.7408 -3.6250
H 0.6917 1.4911 -5.1859
H 3.6116 1.3661 -4.3338
H 2.7953 0.2387 -5.4107
H 3.6822 -0.3700 -4.0186
H 0.0143 -0.7979 -3.2803
H 1.5443 -1.6567 -3.4303
H 0.7919 -0.9300 -4.8538
S 2.1028 3.6731 5.1154
C 1.5059 2.5836 3.8913
C 0.6240 3.1092 2.9413
C 0.1467 2.2955 1.9441
N 0.4775 0.9933 1.8265
C 1.3012 0.4913 2.7563
C 1.8317 1.2318 3.7889
C 3.2846 2.6527 5.9682
C 4.5714 2.5083 5.4712
C 5.4556 1.7055 6.1793
N 5.1349 1.0781 7.3073
C 3.9030 1.2413 7.7792
C 2.9373 2.0163 7.1491
H 0.3318 4.1507 2.9654
H -0.5233 2.6935 1.1924
H 1.5603 -0.5538 2.6596
H 2.4996 0.7561 4.4921
H 4.8790 3.0059 4.5612
H 6.4691 1.5640 5.8218
H 3.6716 0.7295 8.7063
H 1.9467 2.1210 7.5702
S -2.0255 3.9645 -2.2637
C -1.4721 2.6610 -1.5826
N -1.0517 1.6714 -1.0653
O -1.2596 -1.4355 -1.0976
C -2.0568 -2.3539 -1.8402
C -2.8616 -3.1998 -0.8581
C -2.7659 -4.5281 -0.5790
C -3.7083 -4.9674 0.3979
C -4.5043 -3.9627 0.8444
S -4.1389 -2.4828 0.0647
C -2.9883 -1.5629 -2.7468
C -2.7560 -0.3410 -3.3069
C -3.7972 0.0743 -4.1781
C -4.7922 -0.8495 -4.2714
S -4.4833 -2.2170 -3.2975
C -1.1359 -3.2412 -2.6542
C -0.0881 -3.9824 -2.1912
C 0.5766 -4.7013 -3.2171
C 0.0088 -4.4917 -4.4379
S -1.3109 -3.4167 -4.3504
H -2.0684 -5.1829 -1.0803
H -3.8025 -5.9942 0.7223
H -5.3169 -4.0178 1.5519
H -1.8735 0.2477 -3.1121
H -3.7995 1.0157 -4.7083
H -5.6963 -0.7979 -4.8568
H 0.1912 -4.0209 -1.1489
H 1.4295 -5.3450 -3.0569
H 0.3035 -4.9117 -5.3863

***

No. 4
11
Properties=species:S:1:pos:R:3 method="wB97M-V/def2-TZVPD" orbital_gap_ha=0.31267 relative_energy_kcal_mol=66.6 charge=0 homo_energy_ha=-0.36467 lumo_ev=-1.41
H -2.0040 -2.5909 -0.5889
N -1.0737 -2.2931 -0.8186
C -0.8060 -1.1551 -0.3589
N 0.4609 -0.4731 -0.3176
C 0.2184 0.7589 0.2921
N 1.2568 1.7503 0.4912
O 0.9281 2.8261 0.9231
O 2.3897 1.3791 0.1987
N -1.0427 0.9175 0.4896
O -1.6707 -0.1936 0.0623
H 1.3432 -0.9260 -0.3729

***

No. 5
13
Properties=species:S:1:pos:R:3 method="wB97M-V/def2-TZVPD" orbital_gap_ha=0.38031 relative_energy_kcal_mol=40.9 charge=0 homo_energy_ha=-0.36307 lumo_ev=0.47
C -0.7111 1.9356 -0.4033
N -0.5770 0.4964 -0.3360
C -0.6797 -0.1762 0.8380
O -0.7378 0.3308 1.9415
H -1.5943 2.2171 -0.9871
H -0.8339 2.2908 0.6212
H 0.1750 2.4045 -0.8422
H -0.5103 -0.0443 -1.1858
H -0.7039 -1.2693 0.6791
C 1.5511 -2.0481 -0.0772
O 0.9391 -2.3367 -1.0763
H 1.4273 -2.6053 0.8723
H 2.2554 -1.1952 -0.0442

***

No. 6
14
Properties=species:S:1:pos:R:3 method="wB97M-V/def2-TZVPD" orbital_gap_ha=0.38916 relative_energy_kcal_mol=93.5 charge=0 homo_energy_ha=-0.35834 lumo_ev=0.84
C 1.9985 0.0720 -0.3049
O 0.8669 -0.7769 -0.1384
C -0.4029 -0.1874 -0.2157
C -1.5404 -1.0420 0.2143
C -0.4306 1.1232 0.5727
O -1.2577 1.9778 0.3736
H 2.7644 -0.5109 -0.8266
H 1.7467 0.9513 -0.9134
H 2.4221 0.4126 0.6568
H -1.0211 0.1740 -1.1434
H -1.9842 -1.7256 -0.4933
H -1.3373 -1.6421 1.1568
H -2.1949 -0.0826 -0.2634
H 0.3704 1.2565 1.3248